{
  "formula": "C60H46CrN3O6P2S",
  "method": "ωB97M-V with the def2-TZVPD basis set",
  "elements": ["Cr", "N", "C", "C", "O", "N", "C", "C", "O", "O", "H", "H", "H", "H", "H", "H", "O", "S", "C", "C", "C", "C", "C", "C", "C", "C", "C", "C", "P", "C", "C", "C", "C", "C", "C", "C", "C", "C", "C", "C", "C", "C", "C", "C", "C", "C", "C", "C", "C", "C", "C", "C", "C", "P", "C", "C", "C", "C", "C", "C", "C", "C", "C", "C", "C", "C", "C", "C", "H", "H", "H", "H", "H", "H", "H", "H", "H", "H", "H", "H", "H", "H", "H", "H", "H", "H", "H", "H", "H", "H", "H", "H", "H", "H", "H", "H", "H", "H", "H", "H", "H", "H", "H", "H", "O", "C", "N", "C", "O", "C", "C", "C", "C", "C", "C", "H", "H", "H", "H"],
  "positions_angstrom": [[-12.308077, 17.106419, 11.285071], [-10.434519, 16.601932, 13.175381], [-9.203544, 17.223696, 12.671208], [-9.324227, 18.019818, 11.357266], [-8.296798, 18.685068, 11.074236], [-10.469211, 17.898271, 10.675013], [-10.669047, 18.858359, 9.574356], [-12.126949, 19.423344, 9.703393], [-12.368356, 20.580591, 9.345324], [-13.013107, 18.563902, 10.203784], [-10.630604, 16.904566, 14.127407], [-10.313475, 15.580335, 13.240642], [-8.406521, 16.496828, 12.506746], [-8.760209, 17.921531, 13.392998], [-10.560830, 18.390145, 8.567111], [-9.861039, 19.594377, 9.667024], [-13.793688, 15.715285, 11.839131], [-13.222963, 14.752723, 12.943042], [-14.185658, 14.990150, 14.469605], [-14.647393, 13.827466, 15.105870], [-15.473616, 13.831187, 16.238346], [-15.751820, 15.037068, 16.806640], [-16.587924, 15.376966, 17.998144], [-16.427658, 16.913389, 18.201619], [-15.548629, 17.346772, 17.051869], [-15.054245, 18.586223, 16.716950], [-14.172036, 18.664194, 15.630154], [-13.849544, 17.584276, 14.783278], [-12.980688, 18.246761, 13.316324], [-11.647811, 19.287304, 14.003868], [-11.106272, 19.005679, 15.276178], [-10.010346, 19.747806, 15.733454], [-9.477422, 20.798690, 14.980965], [-10.006486, 21.038266, 13.709129], [-11.063246, 20.282828, 13.208772], [-14.287969, 19.240623, 12.552705], [-14.274820, 20.620200, 12.724913], [-15.395302, 21.356942, 12.295825], [-16.477244, 20.737144, 11.686463], [-16.462826, 19.339659, 11.545320], [-15.394720, 18.579558, 11.970011], [-14.380602, 16.267781, 15.070309], [-15.198135, 16.225645, 16.250176], [-13.726826, 13.137788, 12.427660], [-15.007477, 12.925531, 11.938864], [-15.559807, 11.634787, 11.790533], [-14.758053, 10.563964, 12.135911], [-15.031848, 9.085058, 12.147059], [-13.739609, 8.414339, 12.698007], [-12.775502, 9.578631, 12.909254], [-11.501098, 9.615746, 13.429233], [-10.899080, 10.862493, 13.576496], [-11.463857, 12.041062, 13.092906], [-10.311283, 13.390277, 12.908074], [-9.500543, 13.474587, 14.508358], [-8.092375, 13.672281, 14.599628], [-7.551815, 13.989595, 15.850152], [-8.363651, 14.197385, 16.969836], [-9.735560, 13.941888, 16.880335], [-10.316209, 13.559730, 15.674037], [-9.122931, 13.191538, 11.571931], [-8.964614, 14.147326, 10.524484], [-8.030301, 13.872622, 9.546903], [-7.278160, 12.693982, 9.580395], [-7.436699, 11.765133, 10.600133], [-8.336839, 12.043501, 11.629313], [-12.842880, 12.054824, 12.668007], [-13.427093, 10.784404, 12.568920], [-14.378424, 12.862437, 14.712893], [-15.855641, 12.870916, 16.594924], [-16.260567, 14.803179, 18.859917], [-17.653256, 15.133303, 17.825700], [-15.955198, 17.145762, 19.161846], [-17.395271, 17.444599, 18.158049], [-15.311880, 19.490498, 17.273261], [-13.764351, 19.631678, 15.387863], [-11.527276, 18.239595, 15.920036], [-9.580940, 19.510409, 16.702905], [-8.651656, 21.402042, 15.359982], [-9.603489, 21.839615, 13.084848], [-11.491672, 20.540694, 12.233794], [-13.442348, 21.103572, 13.216969], [-15.380919, 22.430757, 12.429441], [-17.294557, 21.327149, 11.277992], [-17.296181, 18.864343, 11.046642], [-15.402524, 17.502230, 11.882502], [-15.588138, 13.806347, 11.697303], [-16.587334, 11.508488, 11.466936], [-15.259979, 8.747707, 11.118478], [-15.902252, 8.854910, 12.774329], [-13.305025, 7.686533, 12.019737], [-13.927288, 7.903148, 13.645480], [-10.970328, 8.709509, 13.710648], [-9.926137, 10.932944, 14.094176], [-7.453068, 13.573953, 13.719618], [-6.478708, 14.133949, 15.923964], [-7.923224, 14.523477, 17.916745], [-10.363396, 14.101513, 17.757897], [-11.389092, 13.370304, 15.599565], [-9.562422, 15.069089, 10.503931], [-7.905686, 14.577020, 8.727653], [-6.553786, 12.517310, 8.777722], [-6.814216, 10.866320, 10.664969], [-8.462426, 11.360265, 12.462414], [-11.693485, 13.880854, 10.531087], [-12.194233, 14.540150, 9.625830], [-12.212945, 15.903587, 9.455344], [-12.757017, 16.139838, 8.177153], [-12.765233, 17.159208, 7.495987], [-13.218594, 14.827184, 7.597081], [-13.732955, 14.431493, 6.365255], [-13.986657, 13.066497, 6.180891], [-13.746125, 12.141641, 7.206834], [-13.149397, 12.539384, 8.392563], [-12.899285, 13.887127, 8.534461], [-13.924272, 15.173825, 5.588189], [-14.339194, 12.705102, 5.202855], [-14.023341, 11.086572, 7.062076], [-12.887338, 11.838452, 9.204984]],
  "atomic_forces_ev_per_a": [[1.93, -0.72, -1.87], [-0.13, -0.33, -0.30], [0.09, 0.42, -0.09], [1.06, 0.11, 0.64], [-1.43, -0.52, -0.22], [-1.02, 0.36, 0.49], [-0.27, -0.49, 0.15], [0.92, 0.86, -0.71], [-0.18, -1.79, 0.68], [0.81, 0.22, 0.40], [0.10, 0.06, -0.28], [-0.31, 0.22, -0.30], [-0.12, -0.28, -0.06], [-0.30, 0.00, -0.05], [-0.29, 0.14, 0.66], [-0.58, 0.30, -0.16], [0.24, 0.57, 0.82], [-0.20, -0.99, -0.69], [-0.48, -0.75, -0.22], [0.25, 0.85, -0.65], [0.15, -0.07, 0.12], [0.04, 0.47, -0.44], [-0.75, 0.23, 0.16], [-0.13, 0.01, -0.20], [0.36, 0.01, -0.54], [-0.08, -0.27, 0.41], [-0.36, -1.06, -0.58], [-0.43, 0.56, 0.58], [0.16, -0.46, -0.73], [-0.01, 0.07, 0.37], [0.42, 0.69, -0.49], [-0.13, 0.07, -0.02], [-0.34, -0.45, -0.41], [0.18, 0.30, 0.00], [-0.27, 0.10, 0.24], [-0.42, 0.57, 0.92], [-1.29, -0.24, -0.41], [0.48, 0.00, -0.03], [0.58, -0.37, 0.08], [-0.20, 0.44, -0.30], [0.56, 0.70, 0.52], [-0.23, 0.61, 0.94], [0.14, -0.07, 0.13], [1.53, 0.76, 0.67], [-1.84, -0.31, -0.42], [0.59, 1.05, 0.26], [0.16, -0.08, 0.22], [-0.30, -0.26, -0.42], [0.27, 0.64, 0.17], [-0.71, 0.29, -0.40], [0.39, 0.01, 0.42], [0.68, -1.04, 0.18], [-0.45, 0.15, -0.31], [-1.47, 2.01, 0.30], [1.05, -0.28, 0.14], [-1.09, -0.11, 0.91], [-0.10, 0.34, -0.19], [0.16, -0.33, -0.16], [-0.07, 0.22, -0.11], [0.91, 0.18, -0.44], [0.64, -0.42, 0.04], [-0.18, -0.65, 1.17], [0.04, 0.00, -0.21], [0.18, -0.07, -0.39], [0.39, 0.08, 0.37], [0.07, 0.17, -0.88], [1.38, 0.18, 0.51], [-0.25, -0.94, 0.00], [0.00, -0.07, -0.44], [0.11, 0.42, 0.09], [-0.04, 0.00, 0.22], [0.47, -0.04, 0.05], [-0.10, 0.02, -0.12], [0.37, -0.25, 0.13], [0.13, -0.30, -0.09], [0.02, 0.17, -0.04], [0.02, 0.03, -0.17], [-0.09, 0.04, -0.08], [-0.23, -0.23, -0.10], [-0.07, -0.29, 0.22], [0.31, -0.27, 0.23], [-0.09, 0.11, -0.06], [-0.07, 0.06, -0.06], [0.08, -0.14, 0.21], [-0.05, -0.12, 0.04], [0.04, -0.06, -0.10], [-0.18, -0.05, -0.06], [0.08, 0.06, -0.12], [0.02, -0.08, 0.40], [0.07, -0.10, -0.16], [-0.08, -0.20, -0.18], [-0.03, -0.05, -0.01], [-0.10, 0.10, 0.17], [-0.45, -0.17, -0.50], [-0.26, 0.04, 0.28], [-0.04, 0.03, 0.09], [-0.15, -0.17, -0.34], [0.10, -0.16, -0.18], [0.28, 0.05, 0.00], [0.28, -0.51, 0.01], [0.09, -0.11, 0.13], [-0.26, -0.01, 0.31], [-0.23, 0.31, -0.22], [0.05, -0.03, -0.15], [-0.20, 0.88, -0.04], [-0.04, -0.09, 0.95], [-0.29, 0.24, 0.18], [0.38, 0.87, -1.18], [0.03, -0.58, 1.32], [-0.09, -0.38, -0.23], [-0.04, 0.24, 0.06], [0.00, 0.13, -0.25], [-0.17, -0.50, -0.34], [-0.02, -0.47, 0.44], [-0.13, -0.91, -0.46], [0.04, -0.28, 0.16], [0.00, 0.23, 0.58], [0.25, 0.53, -0.02], [-0.19, 0.42, -0.55]],
  "s_squared": 6.0751,
  "total_charge": -1,
  "e_tot_ha": -5055.2073,
  "multiplicity": 5,
  "e_homo_ev": [-2.0, -4.6],
  "gap_ev": [3.5, 6.1]
}